Entry 1:
# C6H13NO2

2 unconnected molecules or ions with the total composition C6H13NO2 at a distorted geometry (ωB97M-V/def2-TZVPD, the OMol25 dataset).

XYZ file:
```
22
C6H13NO2 | the OMol25 dataset | ωB97M-V/def2-TZVPD
C -1.586 1.702 -0.407
N -1.294 0.325 -0.704
C -1.192 -0.552 0.245
C -1.584 -0.335 1.682
O -1.313 -1.854 -0.125
H -0.954 2.112 0.386
H -2.627 1.814 -0.090
H -1.427 2.281 -1.317
H -2.592 0.070 1.752
H -1.518 -1.277 2.218
H -0.895 0.384 2.125
H -1.151 -1.914 -1.077
C 1.814 -1.785 -0.274
C 1.408 -0.774 0.492
O 1.448 0.603 0.134
C 1.937 1.026 -1.115
H 1.795 -1.749 -1.349
H 2.042 -2.746 0.152
H 1.463 -0.841 1.572
H 1.468 0.471 -1.935
H 3.030 0.949 -1.149
H 1.728 2.090 -1.216
```

## Properties
* structure (SMILES): C/N=C(\C)O.C=COC
* HOMO: -0.327 Ha
* max |F|: 4.39 eV/Å
* HOMO-LUMO gap: 0.3631 hartree
* LUMO energy: 0.98 eV
* net charge: 0

Okay, here come the Mulliken numbers, in e, for every atom: -0.9210, -0.5627, 0.9089, -1.2929, -0.4873, 0.2769, 0.3639, 0.2914, 0.3536, 0.3559, 0.3422, 0.3893, -0.7920, 0.0490, -0.2654, -0.7985, 0.2500, 0.2802, 0.3432, 0.3581, 0.3116, 0.2456



Entry 2:
# C6H13NO2

A single C6H13NO2 molecule at a distorted geometry (ωB97M-V/def2-TZVPD, the OMol25 dataset).

XYZ file:
```
22
C6H13NO2 | the OMol25 dataset | ωB97M-V/def2-TZVPD
C -0.254 -1.508 1.157
C -0.332 -0.462 0.357
C -1.720 0.203 0.003
C -2.012 1.335 0.983
O -2.776 -0.724 0.096
C 0.792 0.181 -0.370
C 1.001 -0.424 -1.757
O 1.980 -0.026 0.500
N 3.137 0.604 -0.048
H 0.696 -1.945 1.407
H -1.140 -1.925 1.610
H -1.677 0.609 -1.023
H -2.039 0.937 1.994
H -2.982 1.772 0.759
H -1.247 2.103 0.915
H -2.546 -1.509 -0.414
H 0.646 1.266 -0.451
H 1.092 -1.506 -1.689
H 1.925 -0.030 -2.176
H 0.171 -0.168 -2.410
H 3.866 -0.106 -0.062
H 3.418 1.324 0.618
```

## Properties
* structure (SMILES): C=C([C@H](C)O)[C@H](C)ON
* HOMO: -0.349 Ha
* max |F|: 2.22 eV/Å
* HOMO-LUMO gap: 0.3828 hartree
* LUMO energy: 0.91 eV
* net charge: 0

Okay, here come the Mulliken numbers, in e, for every atom: -1.0210, 0.1215, 0.3073, -1.3277, -0.5810, 0.4795, -1.4096, -0.2760, -0.6091, 0.3415, 0.3639, 0.2614, 0.3421, 0.3723, 0.3481, 0.3647, 0.3403, 0.3323, 0.4393, 0.3573, 0.2255, 0.2274



Entry 3:
# C6H13NO2

A single C6H13NO2 molecule at a distorted geometry (ωB97M-V/def2-TZVPD, the OMol25 dataset).

XYZ file:
```
22
C6H13NO2 | the OMol25 dataset | ωB97M-V/def2-TZVPD
C 0.378 0.035 1.953
C -0.155 -0.998 1.009
C 0.119 -2.420 1.476
C 0.523 -0.850 -0.508
C 0.658 0.584 -0.862
O 1.483 1.302 -0.288
N -0.410 1.172 -1.485
C -0.392 2.553 -1.906
O -1.352 0.377 -2.152
H 1.470 0.239 1.633
H -0.031 1.020 1.766
H 0.242 -0.228 3.000
H -1.227 -0.847 0.852
H -0.375 -2.604 2.430
H 1.188 -2.577 1.607
H -0.246 -3.147 0.754
H -0.075 -1.409 -1.225
H 1.530 -1.255 -0.418
H -1.360 3.010 -1.696
H 0.399 3.052 -1.351
H -0.213 2.624 -2.982
H -2.155 0.367 -1.608
```

## Properties
* structure (SMILES): CC(C)CC(=O)N(C)O
* HOMO: -0.346 Ha
* max |F|: 2.46 eV/Å
* HOMO-LUMO gap: 0.3693 hartree
* LUMO energy: 0.64 eV
* net charge: 0

Okay, here come the Mulliken numbers, in e, for every atom: -1.3032, 0.7404, -1.5638, -0.9710, 0.4491, -0.6659, 0.2787, -0.9895, -0.4425, 0.2609, 0.3286, 0.4021, 0.1808, 0.4065, 0.3578, 0.3786, 0.4400, 0.4332, 0.2749, 0.3610, 0.3027, 0.3407